DFT (wB97M-V/def2-TZVPD) results for a structure of composition C42H35GeN4O5ReTe in a non-equilibrium geometry.

Each line ends with the Mulliken charge.
Geometry (Å):
Re 1.307 0.738 1.191  0.33
O 3.380 -1.348 3.975  -0.55
C 2.595 -0.702 3.359  0.20
O 2.815 -0.178 2.130  -0.68
C 1.264 -0.250 3.940  0.83
C 0.835 -0.424 5.243  -0.74
C -0.318 0.239 5.653  -0.65
C -0.971 1.111 4.783  -0.76
C -0.480 1.229 3.496  0.42
N 0.567 0.508 3.096  0.24
C -0.920 2.290 2.544  0.39
O -1.681 3.156 2.719  -0.45
O -0.095 2.311 1.309  -0.52
H 1.417 -1.043 5.912  0.62
H -0.680 0.120 6.665  0.51
H -1.820 1.706 5.090  0.63
Te 0.251 -1.750 0.764  0.28
C 1.663 -3.009 1.681  0.91
C 1.179 -3.874 2.654  -0.61
C 2.046 -4.795 3.229  -0.73
C 3.370 -4.844 2.826  -0.66
C 3.840 -3.978 1.845  -0.73
C 2.988 -3.054 1.265  -0.12
C 0.241 -2.878 -1.017  1.09
C 1.367 -3.208 -1.758  -0.33
C 1.255 -4.191 -2.726  -0.82
C 0.043 -4.842 -2.933  -0.73
C -1.068 -4.507 -2.178  -0.61
C -0.976 -3.514 -1.210  -0.62
H 0.141 -3.843 2.965  0.45
H 1.682 -5.473 3.990  0.48
H 4.044 -5.560 3.277  0.43
H 4.877 -4.019 1.538  0.46
H 3.361 -2.367 0.517  0.25
H 2.312 -2.717 -1.591  0.28
H 2.122 -4.462 -3.315  0.46
H -0.030 -5.618 -3.684  0.44
H -2.012 -5.011 -2.338  0.49
H -1.851 -3.247 -0.629  0.40
C 5.185 3.107 -2.128  -1.12
N 4.101 2.213 -1.753  0.00
C 3.273 1.493 -2.703  -0.39
C 2.337 0.731 -1.785  -0.13
O 1.454 -0.010 -2.121  -0.34
N 2.623 1.102 -0.473  0.33
C 3.660 1.969 -0.526  0.40
N 4.193 2.524 0.563  -0.27
H 5.578 2.785 -3.088  0.35
H 5.999 3.045 -1.407  0.42
H 4.841 4.138 -2.213  0.34
H 3.855 0.820 -3.333  0.40
H 2.694 2.169 -3.337  0.33
H 4.027 2.116 1.466  0.14
H 4.980 3.146 0.489  0.24
C -0.294 1.213 0.338  0.18
Ge -2.008 1.272 -0.709  2.72
C -3.318 1.453 0.695  -0.48
C -4.078 2.612 0.828  -0.24
C -4.975 2.743 1.880  -0.79
C -5.113 1.722 2.809  -0.65
C -4.358 0.562 2.689  -0.93
C -3.466 0.429 1.634  0.05
C -1.711 2.836 -1.813  0.11
C -2.692 3.173 -2.746  -0.56
C -2.523 4.265 -3.585  -0.80
C -1.366 5.028 -3.508  -0.52
C -0.381 4.699 -2.588  -0.86
C -0.553 3.609 -1.746  0.02
C -2.297 -0.284 -1.810  0.67
C -3.418 -1.087 -1.597  -0.79
C -3.775 -2.053 -2.528  -0.70
C -3.014 -2.220 -3.677  -0.68
C -1.894 -1.428 -3.897  -0.69
C -1.542 -0.458 -2.972  -0.36
H -3.966 3.423 0.118  0.39
H -5.565 3.645 1.975  0.46
H -5.817 1.826 3.625  0.43
H -4.478 -0.241 3.406  0.51
H -2.889 -0.489 1.541  0.47
H -3.597 2.579 -2.830  0.46
H -3.293 4.519 -4.301  0.43
H -1.236 5.880 -4.161  0.42
H 0.515 5.304 -2.519  0.44
H 0.223 3.375 -1.023  0.25
H -4.038 -0.942 -0.719  0.37
H -4.655 -2.661 -2.366  0.43
H -3.301 -2.964 -4.409  0.46
H -1.306 -1.558 -4.796  0.48
H -0.680 0.169 -3.164  0.32

Results
* net charge: +2
* maximum force: 1.06 eV/Å
* molecular weight: 1062.2 u
* ΔE to the lowest compared entry with this formula, charge and spin: 1.091 eV
* HOMO: -13.48 eV
* LUMO level: -7.01 eV


DFT (wB97M-V/def2-TZVPD) results for a structure of composition C42H36Cl3N3O3PPbS2 in a non-equilibrium geometry.

Each line ends with the Mulliken charge.
Geometry (Å):
Pb 0.446 -2.186 -0.307  1.05
O 3.214 -0.583 2.450  -0.65
C 2.605 -1.526 2.000  0.48
O 2.504 -1.867 0.781  -0.63
C 1.778 -2.446 2.974  -0.93
P 0.067 -2.402 2.349  0.57
C -0.669 -0.905 3.061  1.14
C 0.114 0.163 3.483  -0.40
C -0.492 1.301 3.986  -0.84
C -1.872 1.398 4.036  -0.70
C -2.654 0.334 3.615  -0.76
C -2.057 -0.812 3.126  -1.23
C -0.756 -3.818 3.150  1.01
C -0.534 -5.070 2.581  -0.86
C -1.038 -6.207 3.186  -0.66
C -1.782 -6.092 4.349  -0.49
C -2.023 -4.847 4.906  -0.75
C -1.503 -3.709 4.317  -0.19
H 1.834 -2.133 4.018  0.44
H 2.156 -3.466 2.872  0.52
H 1.189 0.102 3.426  0.42
H 0.122 2.109 4.353  0.51
H -2.337 2.294 4.414  0.43
H -3.730 0.397 3.682  0.47
H -2.667 -1.653 2.827  0.84
H 0.041 -5.142 1.665  0.32
H -0.858 -7.181 2.756  0.42
H -2.174 -6.974 4.829  0.40
H -2.612 -4.756 5.806  0.42
H -1.680 -2.741 4.763  0.43
N -1.989 -2.091 -0.485  -0.36
S -2.644 -1.378 -1.745  0.10
C -3.528 -2.651 -2.698  0.48
C -4.662 -3.278 -2.213  -0.16
C -5.284 -4.240 -2.991  -0.74
C -4.771 -4.570 -4.236  -0.45
C -3.627 -3.945 -4.706  -0.61
C -2.999 -2.982 -3.933  -0.43
C -4.135 -0.519 -1.164  0.07
C -5.049 -0.095 -2.112  -0.50
C -6.217 0.516 -1.695  -0.59
C -6.455 0.713 -0.343  -0.65
C -5.509 0.329 0.593  -0.53
C -4.338 -0.290 0.184  0.52
H -2.622 -2.686 0.034  0.17
H -5.077 -3.001 -1.254  0.40
H -6.176 -4.724 -2.627  0.41
H -5.272 -5.309 -4.843  0.41
H -3.230 -4.198 -5.676  0.41
H -2.118 -2.471 -4.289  0.43
H -4.856 -0.264 -3.160  0.48
H -6.942 0.826 -2.429  0.42
H -7.381 1.167 -0.024  0.42
H -5.686 0.500 1.643  0.43
H -3.591 -0.603 0.900  -0.08
Cl 5.444 8.808 -1.961  -0.19
C 4.695 7.272 -1.790  0.38
C 3.544 6.974 -2.506  -0.88
C 2.949 5.738 -2.335  -0.32
C 3.466 4.786 -1.462  -0.22
C 2.778 3.438 -1.326  -0.24
C 2.121 3.293 0.066  -1.34
N 1.180 2.206 0.086  0.54
C -0.179 2.309 0.134  -1.23
C -0.664 1.039 0.083  -0.37
N 0.382 0.170 0.001  0.46
C 1.478 0.907 0.016  -0.59
O 3.654 2.347 -1.446  0.20
C 4.292 2.224 -2.705  -0.72
C 5.536 1.406 -2.550  0.23
C 5.592 0.174 -1.964  0.69
Cl 4.297 -0.726 -1.302  -0.09
S 7.196 -0.479 -1.958  -0.15
C 7.792 0.920 -2.762  -0.41
C 6.814 1.828 -2.997  -1.08
C 4.633 5.103 -0.764  1.11
Cl 5.362 3.968 0.308  -0.16
C 5.244 6.339 -0.923  -0.83
H 3.123 7.696 -3.188  0.44
H 2.053 5.505 -2.894  0.40
H 1.994 3.375 -2.106  0.46
H 1.599 4.214 0.331  0.23
H 2.908 3.083 0.795  0.43
H -0.676 3.255 0.203  0.47
H -1.675 0.699 0.115  0.42
H 2.477 0.522 0.006  0.57
H 4.564 3.212 -3.095  0.38
H 3.607 1.737 -3.417  0.28
H 8.831 0.980 -3.021  0.43
H 6.978 2.773 -3.482  0.41
H 6.141 6.567 -0.372  0.47

Results
* net charge: +1
* maximum force: 1.45 eV/Å
* molecular weight: 1039.4 u
* ΔE to the lowest compared entry with this formula, charge and spin: 0.337 eV
* HOMO: -10.21 eV
* LUMO level: -2.12 eV


DFT (wB97M-V/def2-TZVPD) results for a structure of composition C42H36FN4O8PtSb in a non-equilibrium geometry.

Each line ends with the Mulliken charge.
Geometry (Å):
Pt 0.400 -0.839 0.599  2.34
O -0.170 4.323 3.489  -0.51
C 0.011 3.150 2.882  0.83
C 0.820 2.136 3.415  -0.57
C 0.934 0.966 2.701  0.11
N 0.273 0.838 1.560  -0.05
C -0.502 1.772 1.011  0.42
C -0.658 2.970 1.658  -0.81
C -1.151 1.326 -0.298  0.32
O -1.887 2.067 -0.888  -0.63
O -0.827 0.102 -0.693  -0.74
C 1.755 -0.273 3.038  0.32
O 2.418 -0.321 4.035  -0.63
O 1.685 -1.234 2.126  -0.74
H 0.317 4.378 4.321  0.33
H 1.354 2.245 4.351  0.52
H -1.282 3.748 1.240  0.65
F 5.802 2.342 -2.347  -0.34
C 5.075 1.351 -2.905  0.45
C 4.153 0.721 -2.131  -0.77
C 3.384 -0.329 -2.641  0.94
C 2.416 -0.971 -1.757  1.67
O 2.336 -0.604 -0.561  -1.09
C 1.658 -2.014 -2.346  -0.73
C 1.896 -2.349 -3.649  -0.05
N 2.793 -1.771 -4.470  0.12
C 2.869 -2.363 -5.806  -0.21
C 3.051 -1.617 -7.088  -0.57
C 4.120 -2.571 -6.595  -0.52
C 3.569 -0.724 -3.973  -0.33
C 4.515 -0.042 -4.752  -0.01
C 5.297 0.987 -4.248  -1.27
N 6.226 1.639 -5.074  0.17
C 6.918 0.924 -6.128  -0.44
C 6.813 1.729 -7.416  -0.73
N 7.065 3.197 -7.101  -0.08
C 7.790 3.373 -5.797  -0.95
C 6.920 2.857 -4.657  -0.61
C 0.641 -2.870 -1.643  0.10
O 0.171 -3.824 -2.222  -0.71
O 0.282 -2.573 -0.421  -0.72
H 4.021 1.015 -1.099  0.65
H 1.322 -3.169 -4.059  0.57
H 2.162 -3.176 -5.853  0.47
H 3.223 -0.552 -7.063  0.16
H 2.434 -1.936 -7.916  0.35
H 5.051 -2.180 -6.213  0.17
H 4.222 -3.523 -7.096  0.34
H 4.627 -0.297 -5.787  0.12
H 6.482 -0.054 -6.305  0.18
H 7.964 0.740 -5.862  0.31
H 5.810 1.671 -7.833  0.41
H 7.535 1.416 -8.167  0.39
H 6.173 3.692 -7.056  0.39
H 7.598 3.629 -7.857  0.36
H 8.010 4.430 -5.663  0.43
H 8.731 2.837 -5.896  0.39
H 6.183 3.616 -4.393  0.48
H 7.570 2.719 -3.790  0.41
C 0.433 -2.655 6.592  -0.60
C 1.133 -3.256 5.553  -0.73
C 0.684 -3.131 4.250  -0.49
C -0.481 -2.409 3.998  0.69
C -1.180 -1.795 5.034  -0.64
C -0.718 -1.926 6.336  -0.73
Sb -1.227 -2.227 2.055  2.01
C -1.629 -4.135 1.325  0.74
C -2.318 -4.276 0.125  -0.74
C -2.684 -5.543 -0.290  -0.69
C -2.356 -6.652 0.481  -0.52
C -1.663 -6.502 1.672  -0.74
C -1.292 -5.236 2.104  -0.36
C -3.118 -1.343 2.254  0.50
C -4.048 -2.104 2.963  -0.76
C -5.331 -1.616 3.150  -0.67
C -5.688 -0.381 2.624  -0.61
C -4.767 0.367 1.906  -0.60
C -3.478 -0.114 1.719  -0.72
H 0.794 -2.752 7.608  0.42
H 2.038 -3.811 5.757  0.44
H 1.250 -3.574 3.440  0.50
H -2.081 -1.225 4.838  0.38
H -1.258 -1.457 7.147  0.44
H -2.551 -3.416 -0.490  0.36
H -3.217 -5.667 -1.223  0.41
H -2.642 -7.640 0.147  0.41
H -1.411 -7.367 2.270  0.43
H -0.762 -5.121 3.041  0.40
H -3.784 -3.078 3.363  0.48
H -6.054 -2.204 3.699  0.43
H -6.693 -0.006 2.767  0.40
H -5.050 1.319 1.478  0.47
H -2.780 0.468 1.132  0.67

Results
* net charge: +2
* maximum force: 1.16 eV/Å
* molecular weight: 1060.6 u
* ΔE to the lowest compared entry with this formula, charge and spin: 0.000 eV
* HOMO: -12.95 eV
* LUMO level: -5.49 eV